Density functional theory data (ωB97M-V with the def2-TZVPD basis set) for C25H35N3O4 in the gas phase.

Computed properties:
SMILES   CCO[C@H]1OC(C(=O)NCc2nc3ccccc3[nH]2)=C[C@@H](C2CCCCC2)[C@@H]1CCCO
Largest force on an atom   0.0177 hartree/bohr
ΔE to the lowest compared entry with this formula, charge and spin   5.6 kcal/mol
Electronic energy   -39154.6389 eV
LUMO energy   0.6 eV
Kohn-Sham gap   8.9 eV
Total charge   0

Each line ends with the natural charge from an NBO analysis.
Cartesian coordinates (Å):
1 C 0.005 3.905 -1.410  -0.64
2 C 0.871 4.034 -0.161  -0.06
3 O 1.317 2.800 0.372  -0.54
4 C 0.399 2.061 1.112  0.39
5 O -0.584 1.465 0.289  -0.55
6 C -0.102 0.426 -0.478  0.17
7 C -0.878 0.139 -1.710  0.64
8 O -0.528 -0.705 -2.521  -0.66
9 N -2.001 0.874 -1.844  -0.59
10 C -2.931 0.669 -2.940  -0.27
11 C -3.705 -0.598 -2.767  0.37
12 N -4.974 -0.683 -2.492  -0.46
13 C -5.239 -2.028 -2.407  0.06
14 C -6.428 -2.699 -2.142  -0.20
15 C -6.392 -4.077 -2.115  -0.23
16 C -5.211 -4.787 -2.342  -0.21
17 C -4.020 -4.143 -2.608  -0.26
18 C -4.047 -2.758 -2.639  0.17
19 N -3.088 -1.811 -2.874  -0.56
20 C 0.955 -0.308 -0.135  -0.18
21 C 1.698 -0.154 1.149  -0.25
22 C 3.223 -0.187 0.890  -0.19
23 C 4.026 -0.294 2.188  -0.39
24 C 5.512 -0.456 1.880  -0.39
25 C 6.014 0.716 1.042  -0.40
26 C 5.210 0.828 -0.249  -0.39
27 C 3.724 0.991 0.059  -0.41
28 C 1.189 1.052 1.967  -0.26
29 C 0.399 0.653 3.227  -0.38
30 C -1.018 0.106 3.033  -0.44
31 C -1.103 -1.338 2.531  -0.06
32 O -2.402 -1.865 2.677  -0.71
33 H 0.491 3.252 -2.131  0.22
34 H -0.970 3.492 -1.167  0.21
35 H -0.132 4.886 -1.857  0.21
36 H 0.331 4.595 0.616  0.16
37 H 1.794 4.566 -0.404  0.19
38 H -0.184 2.733 1.769  0.16
39 H -2.281 1.451 -1.067  0.42
40 H -3.620 1.510 -2.988  0.24
41 H -2.347 0.608 -3.865  0.23
42 H -7.339 -2.150 -1.967  0.22
43 H -7.299 -4.628 -1.911  0.21
44 H -5.234 -5.866 -2.309  0.21
45 H -3.106 -4.691 -2.784  0.21
46 H -2.094 -1.929 -3.023  0.45
47 H 1.264 -1.092 -0.809  0.24
48 H 1.490 -1.057 1.737  0.23
49 H 3.408 -1.103 0.315  0.20
50 H 3.886 0.603 2.793  0.19
51 H 3.675 -1.149 2.772  0.20
52 H 6.078 -0.519 2.812  0.21
53 H 5.669 -1.386 1.330  0.19
54 H 7.074 0.582 0.813  0.21
55 H 5.910 1.641 1.615  0.19
56 H 5.562 1.681 -0.834  0.21
57 H 5.362 -0.073 -0.848  0.19
58 H 3.564 1.924 0.598  0.21
59 H 3.153 1.050 -0.869  0.22
60 H 2.057 1.617 2.316  0.23
61 H 0.991 -0.078 3.783  0.21
62 H 0.318 1.545 3.853  0.21
63 H -1.520 0.133 4.004  0.22
64 H -1.578 0.754 2.355  0.20
65 H -0.466 -1.985 3.141  0.17
66 H -0.785 -1.409 1.483  0.16
67 H -3.013 -1.340 2.147  0.46